No. 1
{
  "formula": "C27H29N3O4",
  "method": "the ωB97M-V functional and the def2-TZVPD basis",
  "gap_ev": 8.669,
  "e_tot_ev": -41132.512,
  "fmax_ev_per_a": 1.0,
  "smiles": "Cc1cc(C)c(Cn2c(=O)n(CCCC(=O)NCc3ccco3)c(=O)c3ccccc32)c(C)c1",
  "de_lowest_kcal_mol": 20.64,
  "species": ["C", "C", "C", "C", "C", "C", "C", "N", "C", "O", "N", "C", "C", "C", "C", "O", "N", "C", "C", "C", "C", "C", "O", "C", "O", "C", "C", "C", "C", "C", "C", "C", "C", "C", "H", "H", "H", "H", "H", "H", "H", "H", "H", "H", "H", "H", "H", "H", "H", "H", "H", "H", "H", "H", "H", "H", "H", "H", "H", "H", "H", "H", "H"],
  "xyz": [[-2.3072, -5.4804, 3.8580], [-2.2078, -4.5389, 2.6973], [-3.3433, -4.1152, 2.0247], [-3.2698, -3.2503, 0.9435], [-4.5458, -2.8635, 0.2486], [-2.0203, -2.7795, 0.5199], [-1.9463, -1.8213, -0.6455], [-1.0163, -0.7114, -0.4660], [-0.0621, -0.5495, -1.4456], [-0.0189, -1.2713, -2.4200], [0.8556, 0.4704, -1.2666], [1.8246, 0.6987, -2.3356], [3.2448, 0.2765, -1.9471], [4.2804, 0.9392, -2.8558], [4.1486, 2.4540, -2.9960], [4.3604, 3.0139, -4.0530], [3.8391, 3.1228, -1.8629], [3.4293, 4.5145, -1.8989], [2.0116, 4.6405, -1.4465], [1.4588, 5.2169, -0.3412], [0.0704, 4.9439, -0.4012], [-0.1157, 4.2169, -1.5338], [1.0500, 4.0313, -2.1745], [0.9268, 1.2910, -0.1592], [1.8498, 2.0725, -0.0109], [-0.1747, 1.1523, 0.7842], [-0.2631, 2.0385, 1.8581], [-1.3014, 1.9411, 2.7551], [-2.2591, 0.9485, 2.5790], [-2.1857, 0.0642, 1.5235], [-1.1373, 0.1498, 0.6029], [-0.8632, -3.2419, 1.1528], [0.5140, -2.8607, 0.6933], [-0.9773, -4.1021, 2.2364], [-3.2465, -5.3443, 4.3889], [-1.4830, -5.3295, 4.5512], [-2.2660, -6.5111, 3.5045], [-4.3111, -4.4704, 2.3495], [-4.5049, -3.1215, -0.8085], [-5.3851, -3.3920, 0.6935], [-4.7460, -1.7943, 0.3309], [-1.6021, -2.3530, -1.5394], [-2.9319, -1.4050, -0.8627], [1.4832, 0.1376, -3.2058], [1.7982, 1.7656, -2.5669], [3.4337, 0.5433, -0.9063], [3.3363, -0.8089, -2.0264], [4.2109, 0.5313, -3.8657], [5.2846, 0.7251, -2.4821], [3.5120, 2.6174, -1.0498], [3.5487, 4.8502, -2.9348], [4.0688, 5.1136, -1.2442], [1.9748, 5.7654, 0.4196], [-0.6787, 5.2407, 0.3042], [-0.9933, 3.7908, -1.9793], [0.5021, 2.7939, 1.9486], [-1.3738, 2.6251, 3.5859], [-3.0782, 0.8639, 3.2774], [-2.9392, -0.6960, 1.4242], [0.7919, -1.8727, 1.0633], [1.2408, -3.5729, 1.0780], [0.5821, -2.8575, -0.3921], [-0.0779, -4.4463, 2.7272]],
  "forces_ev_per_a": [[0.009, -0.059, -0.053], [0.006, 0.070, -0.027], [0.128, 0.012, 0.012], [0.072, -0.020, 0.022], [0.046, -0.008, 0.024], [-0.022, -0.131, 0.087], [-0.128, -0.271, -0.193], [-0.057, -0.172, -0.220], [-0.205, -0.089, -0.027], [0.109, -0.123, -0.170], [0.118, 0.098, -0.105], [0.330, 0.029, -0.227], [-0.062, 0.074, -0.024], [-0.117, -0.059, -0.074], [0.290, -0.391, 0.062], [-0.017, 0.087, -0.352], [-0.013, 0.156, 0.423], [-0.154, -0.042, -0.230], [0.292, 0.589, 0.714], [0.383, -0.132, -0.555], [-0.255, -0.290, -0.391], [-0.537, 0.261, 0.679], [0.350, -0.135, -0.444], [0.042, -0.015, 0.063], [-0.090, -0.034, 0.079], [-0.278, -0.092, 0.308], [0.008, -0.137, -0.132], [0.018, 0.048, 0.059], [0.066, 0.033, -0.058], [-0.084, -0.061, -0.070], [0.256, 0.602, 0.377], [-0.059, -0.032, 0.010], [0.040, 0.018, 0.028], [-0.150, 0.020, -0.014], [-0.038, -0.026, 0.081], [0.023, -0.027, 0.087], [-0.005, -0.087, 0.063], [-0.137, -0.030, 0.035], [-0.086, 0.050, -0.089], [-0.060, -0.007, -0.007], [-0.049, 0.090, -0.063], [-0.164, 0.191, 0.148], [0.054, -0.060, -0.016], [0.042, 0.136, 0.133], [-0.053, -0.136, 0.041], [-0.020, -0.065, -0.028], [0.015, 0.012, 0.050], [0.075, 0.097, 0.015], [0.013, 0.003, -0.068], [-0.013, -0.131, -0.174], [0.038, 0.028, 0.209], [-0.142, 0.048, -0.115], [0.202, 0.096, 0.139], [-0.218, 0.033, 0.094], [-0.067, -0.070, -0.149], [0.065, 0.065, -0.001], [0.000, 0.068, 0.076], [-0.080, -0.026, 0.048], [-0.089, -0.087, -0.025], [0.086, 0.072, -0.018], [0.050, -0.014, -0.002], [0.090, 0.012, -0.099], [0.131, -0.037, 0.057]]
}

---

No. 2
{
  "formula": "C2H4OS",
  "method": "the ωB97M-V functional and the def2-TZVPD basis",
  "gap_ev": 9.920,
  "e_tot_ev": -15020.836,
  "fmax_ev_per_a": 1.1,
  "de_lowest_kcal_mol": 14.53,
  "species": ["C", "C", "O", "S", "H", "H", "H", "H"],
  "xyz": [[-0.9586, 0.1829, -0.7343], [1.6497, 0.8759, 1.3924], [2.5120, 0.2976, 1.8507], [0.5347, -0.8135, -0.4566], [-1.7276, -0.4024, -1.2249], [-0.6580, 1.0127, -1.3667], [-1.3076, 0.5689, 0.2173], [-0.0444, -1.7219, 0.3221]],
  "forces_ev_per_a": [[0.330, -0.093, 0.202], [0.768, 0.112, 0.756], [-0.510, 0.369, -0.260], [-0.294, -0.328, -0.761], [-0.057, 0.020, -0.059], [-0.050, 0.036, -0.054], [-0.124, 0.111, 0.012], [-0.063, -0.226, 0.164]]
}

---

No. 3
{
  "formula": "C20H72CaO17",
  "method": "the ωB97M-V functional and the def2-TZVPD basis",
  "gap_ev": 9.803,
  "e_tot_ev": -75153.270,
  "fmax_ev_per_a": 3.4,
  "species": ["Ca", "O", "H", "O", "H", "C", "O", "H", "H", "H", "H", "C", "O", "H", "H", "H", "H", "C", "O", "H", "H", "H", "H", "C", "O", "H", "H", "H", "H", "C", "O", "H", "H", "H", "H", "C", "O", "H", "H", "H", "H", "C", "O", "H", "H", "H", "H", "C", "O", "H", "H", "H", "H", "C", "O", "H", "H", "H", "H", "C", "O", "H", "H", "H", "H", "C", "C", "O", "H", "H", "H", "H", "H", "H", "C", "C", "O", "H", "H", "H", "H", "H", "H", "C", "C", "O", "H", "H", "H", "H", "H", "H", "C", "C", "O", "H", "H", "H", "H", "H", "H", "C", "C", "O", "H", "H", "H", "H", "H", "H"],
  "xyz": [[-0.9317, -1.1795, -0.5521], [-1.4249, -2.0551, 1.4028], [-1.4354, -1.3773, 2.1064], [0.5129, 0.5724, -0.4403], [1.3964, 0.1653, -0.4410], [1.5202, -3.9697, -0.9212], [0.6446, -2.8403, -1.1155], [0.9622, -4.6436, -0.3253], [1.6645, -4.4495, -1.8877], [2.4150, -3.6683, -0.4339], [0.7023, -2.5544, -2.0469], [5.5806, 0.8493, -0.7341], [5.8466, -0.5665, -0.9602], [4.4976, 1.0577, -0.8763], [5.7552, 1.0178, 0.3234], [6.0631, 1.5323, -1.4489], [5.5024, -0.7235, -1.8216], [-1.0985, 3.6549, -0.5889], [-1.2100, 2.6714, -1.6299], [-1.0516, 3.2102, 0.4342], [-0.2342, 4.2763, -0.7258], [-2.0095, 4.3137, -0.6422], [-0.3474, 2.1749, -1.6270], [2.7316, -0.6530, -2.5506], [3.4113, 0.4717, -3.1317], [1.6647, -0.7514, -2.7225], [3.2376, -1.6176, -2.8308], [2.8795, -0.6807, -1.4693], [3.0781, 1.2582, -2.6534], [-2.2980, 0.2230, 4.5057], [-2.0499, 0.8013, 3.2444], [-1.6267, -0.6232, 4.7067], [-2.2401, 0.9805, 5.2749], [-3.3120, -0.2093, 4.5017], [-1.1333, 0.8176, 3.0863], [-2.5333, -3.6573, -2.1050], [-2.6901, -2.5652, -1.1508], [-3.4115, -3.8852, -2.6695], [-1.7345, -3.4227, -2.8095], [-2.2260, -4.5696, -1.5940], [-2.9560, -2.8941, -0.2597], [0.1012, -5.1561, 2.1600], [-0.8232, -4.7382, 1.1510], [0.3056, -6.1327, 1.8324], [1.0006, -4.5267, 2.2581], [-0.2969, -5.2758, 3.1669], [-1.0052, -3.8008, 1.3152], [-3.8467, 0.6958, 0.3238], [-2.6517, 0.4803, -0.4186], [-3.5394, 1.2291, 1.2510], [-4.6429, 1.2405, -0.2602], [-4.2431, -0.2856, 0.5427], [-2.3508, 1.3249, -0.7421], [1.5499, 1.2276, 2.7158], [0.2936, 0.9716, 2.0961], [1.2496, 1.6867, 3.7036], [2.0962, 0.3494, 2.9242], [2.0459, 2.0515, 2.1614], [0.4075, 0.8635, 1.1041], [2.3502, 3.8522, -1.2364], [2.3771, 2.4198, -1.2445], [2.0214, 4.2159, -0.2730], [3.3764, 4.2414, -1.3917], [1.7445, 4.2863, -2.0754], [1.5200, 2.0021, -0.9448], [-5.3402, -4.4957, 2.0592], [-3.9588, -3.9533, 2.2075], [-3.8489, -3.0161, 1.2000], [-5.4293, -5.1382, 1.1698], [-6.0116, -3.6881, 1.8835], [-5.5647, -5.0579, 2.9663], [-3.1862, -4.7077, 2.1773], [-3.9843, -3.4031, 3.1588], [-2.9468, -2.6286, 1.3613], [-0.5478, 4.0452, 5.1419], [-0.6634, 4.1687, 3.6789], [0.1960, 5.1507, 3.0764], [-1.3220, 3.4476, 5.6128], [-0.5407, 5.0349, 5.6318], [0.4122, 3.6660, 5.4785], [-1.7030, 4.4002, 3.4950], [-0.4662, 3.2550, 3.1627], [0.6594, 5.5896, 3.8093], [3.1178, -2.2798, 2.6874], [3.2940, -1.6660, 1.3207], [4.2681, -2.2947, 0.4987], [2.1885, -1.9508, 3.1495], [3.9138, -2.1052, 3.4243], [3.0396, -3.3530, 2.5111], [3.4924, -0.5800, 1.3911], [2.3495, -1.8524, 0.8616], [4.8116, -1.5980, 0.0638], [0.5895, 4.0243, -4.5808], [-0.7780, 4.6475, -4.3373], [-1.8143, 3.7061, -4.3964], [0.7927, 3.8169, -5.6539], [0.6575, 3.0986, -3.9958], [1.4041, 4.6870, -4.2730], [-1.0489, 5.4610, -5.0679], [-0.7542, 5.1895, -3.4148], [-1.6557, 3.1038, -3.6400], [-0.0100, -0.2763, -4.9943], [-0.7401, 0.1200, -3.7742], [-1.0129, -1.0756, -3.0111], [-0.5135, -1.0500, -5.5791], [0.9675, -0.6863, -4.9049], [0.1695, 0.5655, -5.7088], [-1.6802, 0.5671, -4.0534], [-0.0659, 0.7771, -3.1735], [-1.8879, -1.3797, -3.1609]],
  "forces_ev_per_a": [[-0.088, 0.387, 0.576], [-0.042, 0.406, 0.589], [0.033, -0.533, -0.372], [0.612, 0.189, -0.443], [-0.336, 0.149, -0.030], [-0.973, 0.114, -0.888], [0.086, 0.561, -0.939], [-0.389, -0.696, 0.743], [0.454, 0.018, 0.025], [0.935, 0.232, 0.148], [0.110, -0.273, 0.480], [-1.534, -0.456, -0.096], [0.316, 1.474, 0.843], [0.497, -0.246, 0.106], [0.597, 0.328, -0.117], [0.490, -0.425, 0.519], [-0.374, -0.453, -1.281], [-1.409, 0.330, 0.645], [1.135, -0.383, 0.221], [-0.039, 0.054, -0.746], [0.414, 0.311, -0.125], [0.862, -0.724, -0.003], [-1.163, 0.210, 0.215], [1.587, -0.832, 0.417], [-0.914, -0.722, 0.279], [-0.153, 0.393, -0.433], [-0.418, 0.975, -0.389], [-0.088, 0.276, 0.283], [0.113, -0.151, -0.092], [-0.508, -0.621, -0.411], [-2.436, -0.196, 0.446], [0.091, 0.263, 0.142], [0.093, 0.058, 0.533], [0.242, 0.298, 0.012], [2.208, 0.163, -0.760], [0.737, 0.100, 1.186], [0.138, -0.876, -1.326], [-0.899, 0.212, -0.177], [0.016, 0.189, 0.096], [0.015, 0.029, 0.147], [-0.580, -0.376, -0.552], [-0.470, 0.534, -0.250], [0.337, 0.115, 0.686], [1.080, -1.378, -0.157], [-0.220, -0.177, -0.379], [-0.551, 0.349, 0.093], [-0.215, 0.672, 0.082], [-0.313, 0.578, 0.346], [-0.175, -0.455, -0.406], [-0.728, -0.350, -0.445], [0.970, -0.297, 0.466], [-0.081, -0.179, 0.333], [0.508, 0.730, -0.440], [-2.149, 2.586, 0.748], [0.459, -0.233, -0.099], [0.661, -0.441, -0.698], [0.955, -0.874, -0.128], [0.379, -0.799, 0.258], [-0.095, -0.030, 0.246], [0.330, 0.084, -0.812], [-0.404, 0.166, -0.248], [-0.273, 0.211, 0.215], [-0.415, -0.501, 0.095], [0.241, -0.466, 0.806], [0.681, 0.310, 0.008], [0.191, -1.717, -0.128], [-1.483, 0.262, 0.864], [1.258, 0.909, -1.147], [0.096, -0.063, 0.331], [-0.642, 0.672, 0.289], [-0.517, -0.109, -0.163], [0.326, -0.228, 0.098], [0.602, -0.292, 0.208], [0.273, 0.725, 0.091], [1.120, 0.677, 1.739], [-0.389, 0.352, -0.895], [0.091, 0.110, 0.905], [-0.169, -0.079, -0.181], [-0.532, -0.077, -0.256], [0.289, -0.533, -0.168], [-0.364, 0.404, -0.509], [0.123, -0.849, -0.217], [-0.182, -0.065, -0.514], [0.583, -0.506, 0.410], [0.515, 0.605, 0.123], [0.335, 0.315, 0.271], [-0.158, 0.066, -0.137], [0.040, 0.015, -0.424], [0.005, -0.139, 0.292], [-0.191, -0.339, -0.121], [-1.065, 0.409, -0.664], [-0.141, -0.557, 0.233], [0.275, 0.137, -0.780], [0.104, 1.110, -1.433], [-0.049, -0.741, 0.596], [-0.371, -0.165, 0.648], [0.145, 0.080, -0.165], [-0.138, 0.005, 0.130], [0.472, -0.933, 0.302], [-0.120, 0.109, 1.098], [-0.335, 0.392, -0.316], [0.305, 0.392, -2.824], [0.836, -0.285, 0.369], [1.440, 0.549, 0.818], [-0.504, 0.149, 0.101], [0.943, -0.266, 0.954], [-0.474, -0.315, 0.668], [-0.223, 0.582, 0.239], [-0.936, -0.389, -0.149], [-1.338, -0.289, -0.373]]
}

---

No. 4
{
  "formula": "C2H3O2",
  "method": "the ωB97M-V functional and the def2-TZVPD basis",
  "gap_ev": 11.883,
  "e_tot_ev": -6205.222,
  "charge": 1,
  "fmax_ev_per_a": 9.6,
  "de_lowest_kcal_mol": 61.81,
  "species": ["C", "C", "O", "O", "H", "H", "H"],
  "xyz": [[-0.5353, 1.1582, 0.0724], [0.5970, 0.0030, 0.2565], [-0.3843, -1.0502, -0.1785], [-1.3347, 1.8103, -0.2293], [-0.5624, -1.0175, -1.0094], [1.6075, -0.2462, -0.0269], [0.6122, -0.6577, 1.1152]],
  "forces_ev_per_a": [[7.959, -4.879, 2.197], [-4.901, -3.331, -0.183], [2.090, 0.685, 7.330], [-4.264, 3.187, -1.322], [-1.591, 0.082, -8.917], [0.635, 2.051, -1.642], [0.071, 2.205, 2.538]]
}